(1)
# C21H24N2O4

The molecule C21H24N2O4 (ωB97M-V/def2-TZVPD, the OMol25 dataset).

The energy above the lowest of the compared OMol25 structures with the same formula, charge and spin comes out at 2.373 eV. Its HOMO energy is -8.2 eV. For the largest force on an atom, the calculation gives 0.6 eV/Å. As for the SMILES: COc1ccc(C(=O)Nc2ccc(C(=O)N3CCCCC3)cc2)cc1OC. The value obtained for the energy is -1225.1109 Ha. The calculation puts the gap between HOMO and LUMO at 8.8 eV.

Atoms and positions in Å:
C: 4.300 3.274 1.990
H: 3.217 3.427 2.035
O: 4.673 2.533 0.854
C: 4.191 1.272 0.716
C: 3.345 0.636 1.611
C: 2.895 -0.653 1.370
C: 3.290 -1.322 0.224
C: 4.172 -0.706 -0.667
C: 4.620 0.581 -0.443
O: 5.465 1.268 -1.257
C: 5.973 0.612 -2.393
H: 6.532 -0.289 -2.121
H: 6.645 1.325 -2.867
H: 5.175 0.345 -3.095
H: 4.487 -1.269 -1.530
C: 2.898 -2.727 -0.047
O: 3.681 -3.555 -0.470
N: 1.615 -3.102 0.258
C: 0.473 -2.333 0.484
C: 0.290 -1.083 -0.106
C: -0.865 -0.366 0.135
C: -1.866 -0.882 0.951
C: -1.686 -2.131 1.532
C: -0.536 -2.856 1.291
H: -0.406 -3.831 1.739
H: -2.454 -2.530 2.177
C: -3.084 -0.083 1.300
O: -3.324 0.226 2.455
N: -3.885 0.282 0.276
C: -3.729 -0.154 -1.096
H: -3.144 0.578 -1.669
C: -5.103 -0.315 -1.741
C: -5.824 1.037 -1.820
C: -5.413 1.938 -0.648
C: -5.051 1.099 0.568
H: -4.803 1.726 1.428
H: -5.897 0.462 0.855
H: -6.223 2.620 -0.391
H: -4.547 2.543 -0.924
H: -5.582 1.534 -2.761
H: -6.901 0.869 -1.805
H: -5.685 -1.018 -1.144
H: -4.987 -0.743 -2.737
H: -3.189 -1.104 -1.111
H: -0.986 0.609 -0.312
H: 1.051 -0.677 -0.753
H: 1.478 -4.106 0.263
H: 2.248 -1.129 2.090
H: 3.027 1.137 2.510
H: 4.638 2.793 2.913
H: 4.795 4.238 1.885

(2)
# C21H24N2O4

The molecule C21H24N2O4 (ωB97M-V/def2-TZVPD, the OMol25 dataset).

The energy above the lowest of the compared OMol25 structures with the same formula, charge and spin comes out at 2.106 eV. Its HOMO energy is -8.1 eV. For the largest force on an atom, the calculation gives 0.6 eV/Å. As for the SMILES: COc1ccc(CCNC(=O)c2ccc(N3CCCC3=O)cc2)cc1OC. The value obtained for the energy is -1225.1207 Ha. The calculation puts the gap between HOMO and LUMO at 8.8 eV.

Atoms and positions in Å:
C: -5.423 -3.140 1.006
H: -6.338 -2.838 0.486
O: -4.272 -2.742 0.306
C: -4.060 -1.400 0.091
C: -4.928 -0.414 0.543
C: -4.689 0.930 0.315
C: -3.568 1.332 -0.393
C: -2.701 0.351 -0.851
C: -2.914 -1.006 -0.623
O: -1.938 -1.803 -1.142
C: -1.969 -3.205 -0.995
H: -1.066 -3.560 -1.492
H: -2.846 -3.644 -1.475
H: -1.946 -3.502 0.056
H: -1.822 0.615 -1.420
C: -3.247 2.785 -0.589
H: -4.163 3.374 -0.636
H: -2.691 2.926 -1.517
C: -2.390 3.299 0.582
N: -1.152 2.571 0.684
C: 0.043 3.114 0.348
O: 0.177 4.298 0.092
C: 1.189 2.161 0.318
C: 2.317 2.539 -0.406
C: 3.415 1.711 -0.503
C: 3.420 0.470 0.135
C: 2.300 0.096 0.880
C: 1.205 0.931 0.970
H: 0.370 0.613 1.577
H: 2.298 -0.848 1.398
N: 4.525 -0.378 0.016
C: 4.849 -1.411 0.853
O: 4.224 -1.789 1.814
C: 6.169 -1.995 0.373
C: 6.302 -1.482 -1.054
H: 5.819 -2.171 -1.747
H: 7.335 -1.343 -1.366
C: 5.533 -0.161 -1.008
H: 6.195 0.666 -0.722
H: 5.059 0.079 -1.962
H: 6.961 -1.608 1.019
H: 6.163 -3.080 0.458
H: 4.271 2.045 -1.068
H: 2.312 3.503 -0.891
H: -1.239 1.568 0.743
H: -2.130 4.349 0.430
H: -2.948 3.195 1.519
H: -5.387 1.663 0.689
H: -5.815 -0.692 1.090
H: -5.435 -2.745 2.027
H: -5.375 -4.228 1.043

(3)
# C21H24N4O7S

A cluster of 3 separate species, C21H24N4O7S in total at a distorted geometry (ωB97M-V/def2-TZVPD, the OMol25 dataset).

The energy above the lowest of the compared OMol25 structures with the same formula, charge and spin comes out at 7.209 eV. Its HOMO energy is -9.8 eV. For the largest force on an atom, the calculation gives 5.7 eV/Å. As for the SMILES: N#C[C@H](CCCCO)[C@@H](C#N)C[SH](=O)=O.O=[N+]([O-])c1ccccc1.O=[N+]([O-])c1ccccc1. The value obtained for the energy is -1958.2309 Ha. The calculation puts the gap between HOMO and LUMO at 9.2 eV.

Atoms and positions in Å:
N: 1.249 0.889 3.766
C: 0.468 0.924 2.967
C: -0.619 1.201 1.928
C: 0.119 1.710 0.661
C: 0.839 0.488 -0.046
C: 0.436 0.347 -1.561
C: -0.051 -1.121 -1.838
O: -1.343 -1.337 -1.272
C: -1.609 2.264 2.562
C: -1.355 3.664 2.061
N: -1.244 4.646 1.542
C: -3.095 1.823 2.501
S: -3.800 1.758 0.830
O: -3.395 2.872 0.008
O: -3.559 0.482 0.198
H: -1.106 0.227 1.743
H: -0.548 2.184 -0.078
H: 0.926 2.417 0.927
H: 0.538 -0.467 0.436
H: 1.937 0.596 0.026
H: -0.358 1.049 -1.874
H: 1.343 0.607 -2.151
H: 0.668 -1.791 -1.322
H: -0.069 -1.285 -2.931
H: -1.989 -1.092 -1.948
H: -1.345 2.285 3.639
H: -3.128 0.781 2.888
H: -3.736 2.403 3.194
H: -5.166 1.865 1.021
C: 2.641 1.567 -7.734
C: 2.537 2.627 -6.844
C: 1.577 2.602 -5.843
C: 0.733 1.507 -5.743
C: 0.823 0.446 -6.630
C: 1.783 0.480 -7.630
N: -0.267 1.466 -4.670
O: -0.332 2.423 -3.922
O: -0.972 0.479 -4.583
H: 3.395 1.587 -8.512
H: 3.206 3.474 -6.928
H: 1.501 3.431 -5.153
H: 0.160 -0.404 -6.553
H: 1.865 -0.344 -8.328
C: 2.531 -3.779 5.706
C: 2.090 -2.658 5.015
C: 0.780 -2.594 4.566
C: -0.077 -3.652 4.818
C: 0.354 -4.779 5.500
C: 1.666 -4.840 5.944
N: -1.471 -3.570 4.363
O: -1.810 -2.571 3.751
O: -2.209 -4.499 4.628
H: 3.554 -3.826 6.061
H: 2.765 -1.833 4.829
H: 0.445 -1.718 4.029
H: -0.316 -5.607 5.692
H: 2.014 -5.714 6.481

(4)
# C21H24N6O3S

The molecule C21H24N6O3S at a distorted geometry (ωB97M-V/def2-TZVPD, the OMol25 dataset).

The energy above the lowest of the compared OMol25 structures with the same formula, charge and spin comes out at 0.000 eV. Its HOMO energy is -7.8 eV. For the largest force on an atom, the calculation gives 1.5 eV/Å. As for the SMILES: C[C@H]1CCCN(c2nc3c(c(=O)[nH]c(=O)n3C)n2CCSc2nc3ccccc3o2)C1. The value obtained for the energy is -1767.1845 Ha. The calculation puts the gap between HOMO and LUMO at 8.3 eV.

Atoms and positions in Å:
C: 5.567 -1.051 -2.851
C: 4.166 -1.567 -2.546
C: 4.004 -3.029 -2.967
C: 2.620 -3.544 -2.582
C: 2.385 -3.342 -1.082
N: 2.533 -1.944 -0.722
C: 1.515 -1.062 -0.908
N: 1.706 0.147 -1.424
C: 0.511 0.765 -1.345
C: -0.443 -0.077 -0.799
C: -1.797 0.323 -0.630
O: -2.741 -0.320 -0.207
N: -1.957 1.654 -1.028
C: -1.036 2.540 -1.552
O: -1.344 3.676 -1.837
N: 0.235 2.040 -1.733
C: 1.278 2.874 -2.286
H: 2.102 2.947 -1.577
H: 0.851 3.856 -2.476
H: 1.647 2.435 -3.213
H: -2.890 2.033 -0.915
N: 0.219 -1.270 -0.518
C: -0.314 -2.203 0.445
H: -0.326 -3.224 0.052
C: 0.471 -2.176 1.759
H: -0.113 -2.626 2.558
H: 1.437 -2.669 1.662
S: 0.893 -0.467 2.255
C: -0.714 0.164 2.390
N: -1.771 -0.517 2.672
C: -2.797 0.400 2.612
C: -4.165 0.261 2.789
C: -4.935 1.396 2.631
C: -4.374 2.630 2.305
C: -3.011 2.788 2.126
C: -2.242 1.654 2.289
O: -0.894 1.485 2.154
H: -2.569 3.735 1.862
H: -5.021 3.486 2.181
H: -6.006 1.328 2.754
H: -4.595 -0.697 3.026
H: -1.350 -1.903 0.628
C: 3.859 -1.443 -1.050
H: 3.909 -0.401 -0.738
H: 4.578 -2.030 -0.471
H: 1.395 -3.703 -0.809
H: 3.130 -3.906 -0.512
H: 2.525 -4.603 -2.826
H: 1.857 -2.994 -3.137
H: 4.151 -3.126 -4.044
H: 4.767 -3.634 -2.470
H: 3.434 -0.956 -3.082
H: 5.659 -0.008 -2.561
H: 6.313 -1.628 -2.308
H: 5.779 -1.134 -3.915